{
  "formula": "C33H77N3O7",
  "method": "wB97M-V/def2-TZVPD",
  "symbols": ["C", "C", "C", "C", "C", "C", "C", "C", "C", "N", "O", "H", "H", "H", "H", "H", "H", "H", "H", "H", "H", "H", "H", "H", "H", "H", "H", "H", "H", "H", "C", "C", "C", "C", "C", "C", "C", "C", "C", "N", "O", "H", "H", "H", "H", "H", "H", "H", "H", "H", "H", "H", "H", "H", "H", "H", "H", "H", "H", "H", "C", "C", "C", "C", "C", "C", "C", "C", "C", "N", "O", "H", "H", "H", "H", "H", "H", "H", "H", "H", "H", "H", "H", "H", "H", "H", "H", "H", "H", "H", "C", "C", "O", "H", "H", "H", "H", "H", "H", "C", "C", "O", "H", "H", "H", "H", "H", "H", "C", "C", "O", "H", "H", "H", "H", "H", "H", "O", "H", "H"],
  "xyz": [[-6.52745, 2.71211, 2.58580], [-8.05050, 2.95058, 2.41240], [-8.59670, 2.34944, 1.13187], [-8.78286, 2.22797, 3.55933], [-8.64129, 2.93118, 4.91458], [-9.18440, 4.38182, 4.85332], [-8.52755, 5.14835, 3.69454], [-9.43756, 6.35692, 3.38670], [-7.19557, 5.74753, 4.20171], [-8.38749, 4.36349, 2.48174], [-7.89854, 5.08279, 1.37187], [-6.29036, 1.65383, 2.45174], [-5.98764, 3.30252, 1.83862], [-6.05955, 3.02114, 3.52249], [-8.26648, 2.91377, 0.25661], [-8.41376, 1.28399, 1.00631], [-9.68552, 2.46177, 1.11025], [-9.84750, 2.23813, 3.30680], [-8.45993, 1.19073, 3.63883], [-9.21858, 2.37832, 5.65466], [-7.58366, 2.96354, 5.17668], [-8.91052, 4.84076, 5.80345], [-10.27499, 4.40737, 4.83019], [-8.94488, 7.15880, 2.83678], [-9.79532, 6.76976, 4.33267], [-10.33751, 6.04414, 2.85186], [-7.41711, 6.40467, 5.04494], [-6.77107, 6.36523, 3.41320], [-6.48383, 4.99529, 4.53996], [-8.65623, 5.12740, 0.77646], [-4.38183, -0.38692, 6.09663], [-5.25846, -0.35771, 7.35881], [-6.14917, -1.60093, 7.31147], [-4.41983, -0.52590, 8.63420], [-3.66648, 0.78703, 8.91694], [-4.66575, 1.88897, 9.20358], [-5.67699, 2.11515, 8.06157], [-6.93109, 2.75690, 8.66380], [-5.00199, 3.01882, 6.99426], [-6.12506, 0.81446, 7.51009], [-6.84512, 1.02256, 6.30298], [-4.90495, -0.71520, 5.19197], [-4.09180, 0.62534, 5.79524], [-3.56994, -1.09963, 6.22578], [-6.91880, -1.56546, 6.54232], [-5.52345, -2.49270, 7.22698], [-6.67159, -1.72318, 8.26498], [-4.98079, -0.70578, 9.55413], [-3.67442, -1.31633, 8.53939], [-3.01937, 0.58020, 9.77047], [-3.11331, 1.02845, 8.00266], [-4.10999, 2.79909, 9.43569], [-5.20271, 1.61398, 10.11845], [-7.43355, 1.99703, 9.26037], [-7.60608, 3.08146, 7.87204], [-6.68141, 3.57836, 9.33716], [-4.16608, 2.54598, 6.48356], [-4.71427, 3.96535, 7.45169], [-5.78159, 3.27526, 6.27084], [-6.16622, 1.23101, 5.63953], [-5.27878, 6.06382, -1.18633], [-4.02039, 6.27713, -0.35228], [-3.30698, 4.93604, -0.20957], [-3.04558, 7.20898, -1.09066], [-3.39630, 8.69858, -0.91750], [-3.56253, 9.03053, 0.56095], [-4.64571, 8.17075, 1.25751], [-4.47160, 8.48804, 2.74774], [-6.03279, 8.55030, 0.76161], [-4.24912, 6.78392, 1.00670], [-5.06838, 5.88986, 1.74119], [-5.76447, 6.99569, -1.48192], [-5.14400, 5.43619, -2.06778], [-6.01273, 5.50192, -0.59447], [-3.89876, 4.16872, 0.28948], [-2.95985, 4.57047, -1.17877], [-2.38859, 5.06331, 0.37109], [-1.97515, 7.06367, -0.94563], [-3.16404, 6.97778, -2.15634], [-2.66630, 9.29460, -1.46986], [-4.33264, 9.02856, -1.38135], [-3.82159, 10.09010, 0.65784], [-2.62935, 8.89671, 1.11204], [-5.11461, 7.86698, 3.37430], [-4.63602, 9.54846, 2.93242], [-3.48114, 8.22105, 3.12476], [-6.75729, 7.73302, 0.73628], [-5.99376, 8.98046, -0.24092], [-6.48585, 9.34627, 1.35900], [-5.99090, 6.03984, 1.45964], [-2.52845, 4.23167, 4.08770], [-2.13194, 4.69512, 5.48766], [-0.74803, 5.01013, 5.49175], [-2.10200, 4.83247, 3.29232], [-3.61616, 4.17535, 4.00515], [-2.21135, 3.18660, 4.01110], [-2.37503, 3.92986, 6.23202], [-2.69487, 5.60203, 5.75128], [-0.44458, 5.18620, 6.39448], [-0.29025, 1.42683, 5.33962], [-1.27115, 1.01028, 4.26379], [-0.81601, 1.51875, 3.01634], [-0.16250, 2.51106, 5.33463], [0.70609, 1.02467, 5.14340], [-0.61666, 1.08994, 6.32402], [-2.22724, 1.51347, 4.47441], [-1.50799, -0.05784, 4.27261], [-1.45726, 1.28690, 2.33859], [-1.16384, 3.44861, 8.73461], [0.11203, 4.25814, 8.80030], [-0.14161, 5.56605, 8.27158], [-1.45247, 3.18026, 7.71638], [-1.99603, 4.00633, 9.17145], [-1.13349, 2.50565, 9.28246], [0.89154, 3.75563, 8.21857], [0.46769, 4.35582, 9.83031], [0.71475, 6.00996, 8.26125], [0.91511, 4.87684, 3.10523], [0.64504, 5.03269, 2.19410], [0.10151, 4.97344, 3.63067]],
  "homo_lumo_gap_ev": 8.75,
  "smiles": "CC1(C)CCCC(C)(C)N1O.CC1(C)CCCC(C)(C)N1O.CC1(C)CCCC(C)(C)N1O.CCO.CCO.CCO.O",
  "fmax_ev_per_a": 1.86,
  "relative_energy_ev": 1.559,
  "total_energy_ev": -54268.555,
  "e_homo_ev": -8.204
}